[1]
Here is one molecule with the formula C4H2ClFS2 from the OMol25 dataset. Energies are from the ωB97M-V functional and the def2-TZVPD basis.

Last column: natural (NBO) charge in e.
Geometry (Å):
F 2.135 -1.959 0.020  -0.27
C 1.729 -0.757 -0.072  0.46
Cl 3.024 0.343 -0.075  0.09
C 0.366 -0.515 0.055  -0.41
C -0.356 0.700 0.023  -0.19
S 0.299 2.222 -0.016  0.06
C -1.873 0.597 -0.003  -0.31
S -2.744 -0.772 -0.078  0.11
H -0.201 -1.425 0.141  0.25
H -2.379 1.566 0.006  0.22

Output
E ... -1509.979264 hartree
ΔE to the lowest compared entry with this formula, charge and spin ... 0.216 eV
Total charge ... 0
HOMO-LUMO gap ... 0.2553 Eh
E_LUMO ... -2.0 eV
Maximum force ... 4.11 eV/A
SMILES string ... F/C(Cl)=C/C(=S)C=S

[2]
Here is one molecule with the formula C4H2ClN from the OMol25 dataset. Energies are from the ωB97M-V functional and the def2-TZVPD basis.

Last column: natural (NBO) charge in e.
Geometry (Å):
N -3.597 -1.044 0.032  -0.25
C -2.529 -0.501 -0.030  0.23
C -1.159 -0.054 -0.104  -0.11
C -0.006 0.221 0.011  0.10
C 1.414 0.450 0.024  -0.44
Cl 2.374 -1.088 -0.018  -0.04
H 1.786 1.073 -0.807  0.26
H 1.717 0.943 0.890  0.24

Output
E ... -668.477894 hartree
ΔE to the lowest compared entry with this formula, charge and spin ... 0.213 eV
Total charge ... 0
HOMO-LUMO gap ... 0.4006 Eh
E_LUMO ... -0.1 eV
Maximum force ... 5.42 eV/A
SMILES string ... N#CC#CCCl

[3]
Here is an isolated ion of composition C4H2ClN2O2 and charge -1 from the OMol25 dataset. Energies are from the ωB97M-V functional and the def2-TZVPD basis.

Last column: natural (NBO) charge in e.
Geometry (Å):
C 0.378 0.921 0.023  -0.12
C 0.471 -0.509 -0.062  0.03
C 2.618 1.087 0.441  0.17
C 1.797 -2.569 0.015  0.86
N 1.507 1.564 0.139  -0.40
N 1.604 -1.067 0.025  -0.45
O 2.737 -2.946 0.691  -0.73
O 0.986 -3.143 -0.701  -0.76
Cl 4.110 1.303 -0.251  0.04
H -0.552 1.459 0.114  0.18
H -0.465 -1.058 -0.153  0.18

Output
E ... -873.785104 hartree
ΔE to the lowest compared entry with this formula, charge and spin ... 1.971 eV
Total charge ... -1
HOMO-LUMO gap (alpha / beta) ... 0.2718 / 0.2717 Eh
E_LUMO (alpha / beta) ... 3.1 / 3.1 eV
Maximum force ... 1.75 eV/A

[4]
Here is one molecule with the formula C4H2ClNO2 from the OMol25 dataset. Energies are from the ωB97M-V functional and the def2-TZVPD basis.

Last column: natural (NBO) charge in e.
Geometry (Å):
N -2.378 1.074 2.433  -0.14
C -1.472 0.909 1.349  0.20
C -0.326 0.303 0.868  0.28
O 0.786 0.663 1.417  -0.41
C -0.521 -0.548 -0.380  0.50
O -1.610 -0.751 -0.952  -0.43
C 0.801 -1.220 -0.801  -0.50
Cl 1.787 0.012 -1.512  0.02
H 0.566 -2.047 -1.373  0.24
H 1.387 -1.636 0.107  0.25

Output
E ... -818.868154 hartree
ΔE to the lowest compared entry with this formula, charge and spin ... 4.830 eV
Total charge ... 0
HOMO-LUMO gap ... 0.2976 Eh
E_LUMO ... -2.8 eV
Maximum force ... 17.19 eV/A
SMILES string ... N#CC(=O)C(=O)CCl

[5]
Here is C4H2DyO2 as an isolated structure from the OMol25 dataset. Energies are from the ωB97M-V functional and the def2-TZVPD basis.

Last column: Mulliken spin population.
Geometry (Å):
O -2.014 0.783 -0.537  0.00
C -0.863 1.068 -0.371  0.01
H -0.481 2.109 -0.368  0.00
C 0.263 -0.994 2.148  0.00
C 0.338 -0.408 1.082  0.03
C 0.309 -0.008 -0.290  -0.18
O 0.638 -0.721 -1.227  -0.04
Dy 1.728 -0.481 -3.588  6.18
H 0.083 -1.349 3.151  0.00

Output
E ... -1188.341087 hartree
ΔE to the lowest compared entry with this formula, charge and spin ... 0.000 eV
Spin multiplicity ... 7
Total charge ... +2
⟨S²⟩ ... 12.01
HOMO-LUMO gap (alpha / beta) ... 0.2717 / 0.2354 Eh
E_LUMO (alpha / beta) ... -9.7 / -10.7 eV
Maximum force ... 4.95 eV/A

[6]
Here is C4H2EuO2 as an isolated structure from the OMol25 dataset. Energies are from the ωB97M-V functional and the def2-TZVPD basis.

Last column: Mulliken spin population.
Geometry (Å):
O -0.351 1.507 -1.207  0.12
H -0.148 1.307 -2.133  -0.01
C 0.428 -1.939 -1.020  0.21
C 0.426 -0.700 -0.870  -0.08
C 0.052 0.563 -0.365  0.33
C -0.152 0.635 1.051  0.17
O -0.087 -0.383 1.787  0.19
Eu 0.293 -2.587 1.270  7.05
H -0.460 1.598 1.487  0.01

Output
E ... -1014.067293 hartree
ΔE to the lowest compared entry with this formula, charge and spin ... 0.000 eV
Spin multiplicity ... 9
Total charge ... +1
⟨S²⟩ ... 20.02
HOMO-LUMO gap (alpha / beta) ... 0.2755 / 0.3199 Eh
E_LUMO (alpha / beta) ... -4.7 / -5.4 eV
Maximum force ... 1.45 eV/A